Run A
Computed, not measured: a single C3H8Si molecule, with ωB97M-V/def2-TZVPD.

```
12
Properties=species:S:1:pos:R:3
C 1.76 0.01 -1.47
C 1.21 0.22 -0.16
C -0.19 0.16 1.05
Si -1.77 -0.50 0.29
H 2.79 -0.02 -1.52
H 1.33 -0.10 -2.47
H 1.85 0.50 0.65
H 0.24 -0.38 1.97
H -0.23 1.32 1.27
H -2.19 -1.63 -0.49
H -1.99 0.71 -0.62
H -2.80 -0.29 1.51
```

Computed properties:
HOMO-LUMO gap in eV: 10.3
SMILES: C=CC[SiH3]

=====

Run B
Computed, not measured: a single C3H8Si molecule, with ωB97M-V/def2-TZVPD.

```
12
Properties=species:S:1:pos:R:3
C -1.30 -1.39 1.03
C -0.80 -0.17 0.89
C 0.57 0.32 0.52
Si 0.69 0.83 -1.31
H -2.40 -1.48 1.14
H -0.57 -2.11 1.16
H -1.39 0.78 0.82
H 1.33 -0.65 0.75
H 1.05 0.81 1.39
H -0.01 2.16 -1.87
H -0.15 -0.45 -1.86
H 2.08 0.79 -1.96
```

Computed properties:
HOMO-LUMO gap in eV: 10.8
SMILES: C=CC[SiH3]

=====

In order of decreasing stability: run B, run A.

=====

Run A
Computed, not measured: a single C2HF3I2 molecule, with ωB97M-V/def2-TZVPD.

```
8
Properties=species:S:1:pos:R:3
F -0.52 -0.09 -1.76
C -0.61 0.44 -0.51
I -2.44 -0.06 0.30
C 0.60 -0.43 0.42
F 0.70 -1.67 0.00
F 0.28 -0.44 1.68
I 2.51 0.65 0.26
H -0.52 1.59 -0.38
```

Computed properties:
HOMO-LUMO gap in eV: 9.8
SMILES: F[C@@H](I)C(F)(F)I

=====

Run B
Computed, not measured: 2 unconnected molecules or ions with the total composition C2HF3I2, with ωB97M-V/def2-TZVPD.

```
8
Properties=species:S:1:pos:R:3
F -0.30 -2.32 0.17
C 0.06 -1.05 -0.01
C 0.89 -0.43 0.82
F 1.47 -0.94 1.89
F 1.24 0.84 0.63
H -0.37 -0.58 -0.88
I -0.58 2.30 -2.29
I -2.40 2.17 -0.34
```

Computed properties:
HOMO-LUMO gap in eV: 7.7
SMILES: FC=C(F)F.II

=====

In order of decreasing stability: run B, run A.

=====

Run A
Computed, not measured: 4 unconnected molecules or ions with the total composition C4H13NO5, with ωB97M-V/def2-TZVPD.

```
23
Properties=species:S:1:pos:R:3
C -1.34 -1.88 1.12
C -0.70 -0.67 1.76
O -1.19 -0.23 2.78
N 0.38 -0.05 1.17
C 0.92 -0.49 -0.10
C 2.31 -1.09 0.08
O 3.18 -0.67 -0.65
H -1.35 -1.94 0.03
H -0.87 -2.79 1.49
H -2.38 -1.92 1.45
H 0.49 0.94 1.33
H 0.25 -1.23 -0.55
H 0.98 0.32 -0.81
H 2.44 -1.71 0.96
O -1.75 0.31 -3.04
H -1.54 1.21 -2.84
H -2.00 -0.05 -2.20
O 1.44 2.25 -0.02
H 1.81 3.12 0.19
H 2.22 1.81 -0.37
O -1.44 1.62 -0.76
H -1.23 1.07 0.01
H -0.62 2.06 -1.02
```

Computed properties:
HOMO-LUMO gap in eV: 10.1
SMILES: CC(=O)NCC=O.O.O.O

=====

Run B
Computed, not measured: 3 unconnected molecules or ions with the total composition C4H13NO5, with ωB97M-V/def2-TZVPD.

```
23
Properties=species:S:1:pos:R:3
C 1.46 -0.65 2.12
C 1.34 -0.93 0.47
O 1.79 -2.21 0.23
C -0.16 -0.86 0.02
N -0.23 -0.90 -1.46
C -0.85 -0.11 -2.28
O -1.40 0.91 -2.00
O -0.50 -0.37 -3.61
H 1.21 0.39 2.22
H 2.49 -0.98 2.32
H 0.68 -1.18 2.59
H 2.10 -0.29 -0.02
H 1.38 -3.01 0.81
H -0.72 -1.73 0.51
H -0.43 0.00 0.42
H 0.51 -1.64 -1.77
H -1.21 0.01 -4.17
O -3.17 1.84 0.28
H -3.95 1.67 0.72
H -3.28 2.06 -0.68
O 1.27 2.41 1.10
H 0.64 2.48 0.49
H 1.01 3.08 1.68
```

Computed properties:
HOMO-LUMO gap in eV: 10.2
SMILES: C[C@@H](O)CNC(=O)O.O.O

=====

In order of decreasing stability: run A, run B.

=====

Run A
Computed, not measured: a single C2H2OS molecule, with ωB97M-V/def2-TZVPD.

```
6
Properties=species:S:1:pos:R:3
C 0.23 0.45 -1.68
C 0.28 0.03 -0.53
O 0.66 -0.28 0.64
S -0.30 0.04 2.06
H 0.01 0.82 -2.55
H -0.87 -1.07 2.07
```

Computed properties:
HOMO-LUMO gap in eV: 9.2
SMILES: C#COS

=====

Run B
Computed, not measured: a molecular structure, C2H2OS, with ωB97M-V/def2-TZVPD.

```
6
Properties=species:S:1:pos:R:3
C 0.68 -0.17 0.44
C -0.45 0.01 -0.62
H 1.50 -0.42 -0.04
H -1.46 -0.56 0.08
O -0.63 0.80 -1.83
S 0.36 0.33 1.97
```

Computed properties:
HOMO-LUMO gap in eV: 7.9

=====

Run C
Computed, not measured: a single C2H2OS molecule, with ωB97M-V/def2-TZVPD.

```
6
Properties=species:S:1:pos:R:3
O -2.03 0.51 0.94
C -0.94 0.28 0.51
C -0.64 -0.74 -0.49
S -1.77 -1.77 -1.06
H -0.14 1.01 0.93
H 0.22 -0.70 -0.98
```

Computed properties:
HOMO-LUMO gap in eV: 7.7
SMILES: O=CC=S

=====

In order of decreasing stability: run C, run A, run B.

=====

Run A
Computed, not measured: 2 unconnected molecules or ions with the total composition C5H9ClN3, with ωB97M-V/def2-TZVPD.

```
18
Properties=species:S:1:pos:R:3
C -1.92 -1.24 -0.07
C -1.37 -0.69 1.09
C -1.04 -1.28 -1.20
C -0.01 -0.13 1.23
C 0.90 -0.60 0.07
N 0.27 -1.07 -1.04
N 1.40 1.45 -0.93
N 1.23 2.29 0.10
Cl 2.48 -1.10 0.31
H -2.96 -1.59 -0.02
H -2.23 -0.60 1.81
H -1.34 -1.68 -2.18
H -0.12 1.05 1.11
H 0.60 -0.34 2.12
H 0.47 1.33 -1.28
H 2.09 2.34 0.61
H 0.92 -1.14 -1.87
H 0.61 3.00 0.13
```

Computed properties:
HOMO-LUMO gap (spin up / spin down) in eV: 7.0 / 7.2
Net charge: +1

=====

Run B
Computed, not measured: a molecular structure, C5H9ClN3, with ωB97M-V/def2-TZVPD.

```
18
Properties=species:S:1:pos:R:3
C -0.21 -1.93 0.47
C 0.08 0.80 0.59
C -1.21 -1.07 1.22
C 1.40 -0.35 -0.18
C 1.53 0.18 -1.55
N 0.92 -1.68 -0.02
N -0.97 0.35 1.22
N 0.15 2.06 0.20
Cl 2.84 -0.25 0.83
H -0.46 -2.96 0.19
H -2.24 -1.24 0.99
H -1.04 -1.42 2.22
H 1.58 -0.65 -2.25
H 2.25 1.01 -1.53
H 0.52 0.62 -1.79
H -1.53 1.10 1.55
H 0.92 2.50 -0.31
H -0.67 2.66 0.40
```

Computed properties:
HOMO-LUMO gap in eV: 10.7
Net charge: +1

=====

In order of decreasing stability: run B, run A.

=====

Run A
Computed, not measured: a gas-phase ion, C8H13N4 (charge +1), with ωB97M-V/def2-TZVPD.

```
25
Properties=species:S:1:pos:R:3
C -2.40 0.11 -0.13
C -0.12 0.43 0.97
C -2.35 -1.33 -0.12
C -0.94 -1.92 -0.42
C 1.89 0.95 -0.74
C 1.12 2.14 -0.16
C 0.13 -1.84 0.70
C 2.06 -0.17 0.30
N -2.29 1.30 -0.22
N -1.33 2.17 0.03
N -0.07 1.66 0.54
N 0.74 -0.52 0.80
H -2.71 -1.68 0.85
H -3.04 -1.71 -0.89
H -1.11 -2.98 -0.63
H -0.54 -1.46 -1.33
H 1.35 0.55 -1.60
H 2.87 1.29 -1.07
H 1.74 2.68 0.56
H 0.82 2.83 -0.95
H -0.32 -2.11 1.66
H 0.91 -2.56 0.47
H 2.53 -1.05 -0.15
H 2.69 0.17 1.13
H -1.65 3.05 0.42
```

Computed properties:
HOMO-LUMO gap (spin up / spin down) in eV: 8.1 / 8.1
Net charge: +1

=====

Run B
Computed, not measured: a molecular structure, C8H13N4, with ωB97M-V/def2-TZVPD.

```
25
Properties=species:S:1:pos:R:3
C -0.75 0.15 1.14
C -1.63 -0.53 -0.42
C 0.48 0.78 -0.54
C 1.55 -0.76 0.13
C -1.11 0.86 2.42
C -2.41 -0.93 -1.56
C 0.92 2.18 -0.88
C 2.30 -1.90 0.67
N -0.99 0.74 -0.25
N -1.42 -1.10 0.69
N 0.77 0.18 0.78
N 1.34 -0.32 -1.08
H -2.18 0.60 2.84
H -1.03 1.92 2.12
H -0.34 0.73 3.19
H -2.28 -2.00 -1.78
H -2.03 -0.30 -2.31
H -3.44 -0.72 -1.46
H 0.04 2.94 -0.72
H 1.23 2.22 -1.93
H 1.72 2.48 -0.14
H 2.29 -1.80 1.79
H 3.29 -2.18 0.33
H 1.56 -2.86 0.41
H 1.90 -0.21 -1.93
```

Computed properties:
HOMO-LUMO gap in eV: 9.4
Net charge: +1

=====

In order of decreasing stability: run B, run A.